Below is 10 unconnected molecules or ions with the total composition C31H53N13O3 in a non-equilibrium geometry, with properties calculated with wB97M-V/def2-TZVPD.

Structure (XYZ):
```
100
Properties=species:S:1:pos:R:3:forces:R:3:lowdin_charge:R:1
C -0.485 -1.165 -1.723 -0.043 0.460 -0.022 -0.125
C -0.339 0.065 -1.042 0.216 -0.326 2.131 -0.108
C -0.043 -0.291 0.292 0.484 2.497 -0.206 -0.160
N 0.020 -1.608 0.436 0.264 -0.685 -1.794 0.039
C -0.208 -2.146 -0.804 -0.566 -1.643 0.175 -0.155
H -0.841 -1.243 -2.740 0.201 -0.390 -0.008 0.088
H -0.480 1.087 -1.363 0.019 -0.241 -0.174 0.057
H 0.259 0.323 1.127 -0.358 0.272 -0.040 0.091
H 0.207 -2.140 1.274 -0.234 0.031 0.156 0.082
H -0.293 -3.221 -0.866 0.095 0.054 -0.278 0.112
C 4.666 -1.817 -2.568 2.945 -0.539 0.650 -0.127
C 5.056 -1.004 -1.443 -1.437 -0.089 -1.090 -0.075
C 3.926 -0.252 -1.234 -0.032 0.522 2.655 -0.179
N 2.911 -0.607 -2.047 0.461 0.066 -1.237 0.040
C 3.435 -1.483 -2.949 -1.979 -0.876 -0.550 -0.163
H 5.290 -2.611 -2.953 -0.097 0.180 -0.431 0.091
H 5.967 -0.994 -0.863 -0.122 0.001 -0.184 0.089
H 3.713 0.353 -0.365 0.031 0.280 -0.099 0.084
H 1.921 -0.412 -2.004 0.123 0.475 0.311 0.093
H 2.823 -1.890 -3.740 0.022 -0.036 0.100 0.109
C -5.124 -3.411 -3.343 -0.975 0.902 -0.093 -0.103
C -3.928 -2.698 -3.444 1.184 1.842 -0.571 -0.140
C -4.184 -1.431 -3.960 -0.853 -0.565 -0.205 -0.101
N -5.557 -1.371 -4.192 1.137 0.689 0.527 0.007
C -6.112 -2.494 -3.727 -0.450 -2.691 -0.377 -0.165
H -5.241 -4.460 -3.115 -0.201 0.239 0.281 0.089
H -2.894 -2.928 -3.231 -0.129 -0.599 0.146 0.079
H -3.513 -0.621 -4.208 -0.127 -0.164 -0.107 0.080
H -6.101 -0.688 -4.700 0.485 0.118 0.305 0.150
H -7.160 -2.708 -3.881 0.001 0.163 0.083 0.104
C 2.605 -0.859 3.719 0.350 0.582 2.462 -0.083
C 2.666 0.309 2.935 0.670 -0.363 -0.105 -0.144
C 2.906 1.391 3.764 0.021 -0.249 -1.354 -0.163
N 2.937 0.924 5.040 0.397 0.751 0.303 0.000
C 2.786 -0.412 5.060 -0.212 -1.299 -1.299 -0.128
H 2.546 -1.890 3.404 -0.181 0.147 -0.025 0.086
H 2.710 0.245 1.858 -0.245 0.504 -0.010 0.077
H 3.146 2.386 3.418 -0.150 0.120 0.581 0.109
H 3.182 1.434 5.877 -0.138 0.153 -0.371 0.155
H 2.925 -0.891 6.018 -0.286 -0.377 -0.242 0.105
N -0.155 1.535 3.529 4.346 -1.898 0.600 0.175
C -1.431 1.562 3.408 -3.973 -0.213 -0.657 -0.755
N -1.860 2.823 3.332 -1.902 2.175 -0.139 0.154
O -2.187 0.587 3.327 0.614 0.306 0.144 0.013
H 0.406 2.340 3.766 -0.118 -0.483 -0.049 0.109
H 0.181 0.594 3.680 0.725 0.281 0.041 0.101
H -1.229 3.605 3.223 -0.282 -0.144 -0.014 0.076
H -2.856 2.986 3.284 0.332 -0.001 -0.086 0.111
N 0.284 0.072 -5.527 6.120 -2.777 -0.826 0.173
C -0.965 0.317 -5.517 -4.459 -1.466 -2.771 -0.841
N -1.200 1.230 -4.659 -1.730 4.042 3.880 0.164
O -1.831 -0.181 -6.226 -0.232 -0.619 -0.617 0.016
H 0.793 0.348 -4.699 0.457 -0.261 -0.411 0.052
H 0.589 -0.769 -5.996 0.008 0.201 0.036 0.127
H -2.124 1.615 -4.520 0.423 -0.127 -0.029 0.122
H -0.367 1.513 -4.163 -0.932 0.857 0.519 0.021
N -3.219 -3.655 0.094 1.297 -1.397 -2.502 0.172
C -3.601 -2.850 1.056 -2.956 -0.357 3.881 -0.752
N -3.076 -1.647 1.071 1.727 2.841 -0.997 0.192
O -4.416 -3.184 1.936 0.464 -0.322 -0.452 -0.027
H -2.881 -3.195 -0.740 0.021 -0.578 -0.111 0.073
H -3.502 -4.624 0.073 -0.213 0.548 0.003 0.117
H -2.329 -1.412 0.434 -0.147 -0.082 0.064 0.063
H -3.231 -0.934 1.770 -0.330 -0.579 0.251 0.093
C 1.972 -5.246 5.086 -0.229 0.435 0.795 -0.104
C 0.867 -4.478 5.905 -0.173 -1.123 -1.616 -0.216
C -0.518 -4.645 5.165 1.045 1.130 1.277 -0.168
C -0.478 -3.875 3.931 -0.229 0.806 -2.594 -0.190
N -0.461 -3.259 2.939 0.278 -1.251 2.137 0.189
H 1.813 -6.320 5.184 0.252 -0.059 0.520 0.068
H 2.940 -4.921 5.469 0.144 -0.490 0.056 0.064
H 2.034 -5.148 4.002 -0.532 0.826 -0.039 0.064
H 1.091 -3.424 6.069 0.038 -0.007 -0.289 0.093
H 0.776 -4.935 6.890 0.046 -0.062 -0.033 0.100
H -1.260 -4.138 5.782 -0.350 -0.364 0.030 0.119
H -0.743 -5.705 5.054 -0.160 0.220 -0.330 0.123
C 2.501 3.109 -0.141 0.187 -1.038 1.054 -0.119
C 3.388 3.623 -1.198 1.445 -0.390 -0.898 -0.267
C 2.678 3.936 -2.519 0.349 1.316 0.656 -0.148
C 1.922 2.815 -3.038 -0.135 -0.866 -0.237 -0.151
N 1.305 1.903 -3.375 0.721 0.791 0.289 0.203
H 3.211 2.613 0.521 -0.319 0.150 0.786 0.067
H 1.880 2.275 -0.467 -0.448 0.224 -0.138 0.061
H 1.955 3.893 0.384 -0.214 -0.213 -0.008 0.072
H 4.197 2.915 -1.378 -0.280 -0.616 -0.390 0.106
H 4.021 4.397 -0.763 -0.559 0.950 -0.525 0.120
H 3.361 4.370 -3.248 -0.058 -0.332 -0.220 0.127
H 1.955 4.721 -2.296 -0.260 0.131 -0.170 0.114
C -1.094 3.767 -2.069 0.712 -0.538 -0.992 -0.119
C -2.054 4.583 -1.279 -1.387 0.045 0.682 -0.253
C -1.408 5.869 -0.776 -0.624 0.218 -0.384 -0.194
C -0.783 5.748 0.520 1.524 -0.278 1.492 -0.217
N -0.210 5.626 1.522 -0.903 0.070 -1.168 0.143
H -1.356 2.780 -2.450 -0.739 -0.003 0.501 0.049
H -0.157 3.592 -1.541 0.067 0.247 0.132 0.054
H -0.901 4.308 -2.995 0.477 0.207 -0.045 0.090
H -2.538 4.077 -0.444 0.302 -0.322 0.112 0.117
H -2.912 4.928 -1.858 0.095 -0.267 -0.473 0.113
H -2.196 6.619 -0.703 0.196 0.247 0.047 0.123
H -0.692 6.179 -1.536 0.166 0.346 0.232 0.121
```
Positions in Å, forces in eV/Å.

Calculated values
SMILES: c1cc[nH]c1.c1cc[nH]c1.c1cc[nH]c1.c1cc[nH]c1.NC(N)=O.NC(N)=O.NC(N)=O.CCCC#N.CCCC#N.CCCC#N
Highest occupied orbital energy (eV): -7.56
Orbital gap (eV): 7.817